ORCA calculation (ωB97M-V/def2-TZVPD) on a structure of composition C26H35FN6O6S.

XYZ file:
```
75
Properties=species:S:1:pos:R:3:forces:R:3:lowdin_charge:R:1
C 5.629 -0.352 1.712 -0.1161 -0.3154 -0.0224 0.03
C 4.919 -0.211 0.394 0.3342 0.3348 -0.2954 -0.53
O 4.899 0.823 -0.226 -0.1393 -0.2505 0.0764 0.10
O 4.316 -1.339 -0.034 -0.4826 0.2268 0.7629 -0.01
C 3.083 -1.134 -0.773 0.2936 -0.2862 -0.6263 -0.15
C 2.128 -2.281 -0.479 -0.2896 0.2546 -0.2964 -0.16
C 0.884 -1.916 0.335 0.1343 0.0301 0.1782 -0.16
C 1.131 -1.017 1.561 -0.0551 -0.4862 0.2039 -0.12
C -0.165 -0.501 2.128 0.5542 -0.1992 0.0842 -0.12
C -0.852 0.554 1.616 -0.6263 0.3315 0.0701 -0.11
C -0.273 1.306 0.446 0.3053 -0.0761 0.0571 -0.07
C 0.892 2.243 0.734 0.2441 0.0315 -0.2437 -0.15
C 1.925 2.230 -0.207 -0.0760 0.1657 0.0603 -0.06
C 3.039 3.042 -0.094 0.1104 0.2979 -0.0604 -0.09
C 3.153 3.901 0.987 -0.3491 -0.1189 0.0524 -0.07
C 2.134 3.922 1.929 0.1053 -0.0437 -0.0963 -0.05
C 1.005 3.112 1.823 -0.1222 -0.0303 0.2378 -0.20
C -0.052 3.243 2.894 0.3379 0.2758 -0.0010 -0.02
C -2.135 0.951 2.178 -0.0143 0.0444 -0.2708 -0.12
C -2.993 2.079 1.640 0.1618 -0.0220 -0.1029 -0.14
C -4.293 1.588 0.974 0.4757 0.1462 0.1103 -0.15
C -4.088 0.580 -0.168 -0.4876 0.1255 0.3121 -0.08
C -3.899 1.209 -1.521 -0.2417 -0.1876 -0.2835 -0.48
O -4.540 0.884 -2.482 0.3020 -0.0051 0.0767 0.12
O -2.928 2.166 -1.650 -0.1648 0.1463 -0.1990 0.09
C -2.636 0.280 3.238 -0.0394 -0.1171 0.1348 -0.18
F -3.813 0.638 3.774 -0.1779 0.0823 0.1265 0.09
C -1.960 -0.813 3.825 0.0072 0.2421 -0.2337 -0.29
N -2.353 -1.560 4.851 0.2653 -0.3207 0.1466 -0.20
S -1.182 -2.656 5.042 -0.3431 0.1255 0.1580 1.03
N -0.180 -2.237 3.878 0.3001 -0.1276 -0.1034 -0.23
C -0.712 -1.185 3.250 -0.2469 -0.1217 0.1043 -0.29
H 5.352 0.494 2.335 0.0443 0.1237 -0.0334 0.09
H 6.704 -0.325 1.550 0.0642 0.0149 0.0288 0.09
H 5.348 -1.270 2.220 0.0874 -0.0768 -0.0312 0.08
H 3.339 -1.115 -1.832 0.0553 0.0030 -0.0540 0.13
H 2.673 -0.155 -0.539 0.1259 -0.0867 0.1635 0.08
H 2.665 -3.116 -0.043 0.1096 0.0465 0.1408 0.10
H 1.782 -2.653 -1.442 -0.0271 -0.2063 0.0237 0.10
H 0.125 -1.476 -0.315 0.0495 0.1109 -0.0532 0.11
H 0.448 -2.844 0.708 -0.1322 -0.0309 -0.0577 0.12
H 1.568 -1.662 2.322 0.2193 0.0987 0.0712 0.11
H 1.847 -0.216 1.382 -0.1331 0.1398 -0.1695 0.11
H 0.130 0.567 -0.247 -0.1185 -0.0114 -0.0705 0.10
H -1.047 1.818 -0.114 -0.0810 0.1341 -0.0318 0.10
H 1.845 1.566 -1.059 -0.0360 0.0751 -0.0463 0.11
H 3.819 3.013 -0.841 -0.0410 -0.1055 0.0032 0.10
H 4.006 4.553 1.098 0.0813 -0.0041 -0.0165 0.10
H 2.205 4.590 2.777 0.0185 0.0400 0.0474 0.10
H -0.967 3.665 2.478 -0.1694 -0.1751 0.0692 0.08
H -0.254 2.307 3.407 -0.1476 -0.0469 -0.0829 0.08
H 0.295 3.947 3.649 -0.0010 0.0498 0.0328 0.08
H -3.234 2.737 2.475 -0.1858 0.0243 -0.0026 0.12
H -2.425 2.692 0.945 0.1291 0.0014 -0.0082 0.09
H -4.841 2.460 0.609 -0.1518 -0.0053 0.0321 0.12
H -4.899 1.126 1.747 -0.1355 -0.0484 -0.0666 0.11
H -3.273 -0.104 0.077 0.2058 0.0868 -0.1664 0.13
H -4.984 -0.029 -0.260 -0.0071 -0.0794 -0.0549 0.13
H -3.112 2.921 -1.078 0.1495 -0.1009 0.2393 0.11
C -6.417 0.315 -6.102 0.0341 -0.0130 0.0345 -0.69
O -6.918 -0.317 -7.016 -0.0058 0.0127 -0.0052 0.01
N -5.868 -0.273 -5.002 -0.0169 0.0365 -0.0107 0.16
N -6.363 1.686 -6.106 -0.0307 0.0430 -0.0188 0.14
H -5.456 0.245 -4.245 0.0306 -0.0578 0.0301 0.05
H -5.885 -1.274 -4.963 -0.0126 -0.0082 -0.0172 0.10
H -6.755 2.158 -6.898 -0.0040 -0.0131 -0.0138 0.10
H -5.952 2.222 -5.366 0.0274 -0.0339 0.0181 0.09
C 3.866 -5.513 -2.053 0.0506 0.0485 0.0151 -0.67
O 2.845 -5.005 -1.623 0.0131 -0.1583 -0.0727 0.03
N 5.090 -4.921 -1.899 0.0072 0.0163 0.0071 0.16
N 3.869 -6.706 -2.721 -0.0108 0.0006 0.0056 0.15
H 5.944 -5.315 -2.243 -0.0034 -0.0134 -0.0090 0.09
H 5.118 -4.043 -1.411 -0.0121 -0.0043 0.0062 0.10
H 2.985 -7.161 -2.849 -0.0126 0.0068 0.0041 0.10
H 4.698 -7.137 -3.083 0.0139 0.0140 0.0035 0.09
```
Positions in Å, forces in eV/Å.

Its orbital gap is 8.2 eV. The calculation puts the highest occupied orbital energy at -8.822 eV.